1.
ORCA calculation (wB97M-V/def2-TZVPD) on 2 unconnected molecules or ions with the total composition C2H8Cl2Si2 at a distorted geometry.

Structure (XYZ):
```
14
Properties=species:S:1:pos:R:3:forces:R:3
C -1.89525 0.73583 1.06130 -1.8326 0.1065 -1.9945
C -0.80384 0.03415 0.32742 3.3310 -0.2505 -1.1391
Si 0.46066 1.30406 -0.58607 -0.7889 -0.0874 1.0975
Si 1.55564 -3.02787 -0.78615 0.8398 0.4683 0.1015
Cl 3.02647 -2.02858 0.44998 -0.6813 -0.4974 -0.7065
Cl 1.19969 0.55627 -2.33804 0.2420 -0.4927 -0.3172
H -1.48596 1.48357 1.68372 0.2081 1.2014 0.5725
H -2.75139 1.14679 0.36833 1.7906 -0.6170 1.3357
H -2.31320 0.01073 1.69987 -1.0217 -0.7296 0.9613
H -1.05971 -0.85563 -0.28473 -0.3537 0.8993 -0.0631
H -0.04611 -0.45728 1.02995 -0.9789 0.7985 -0.3972
H 0.09889 2.70977 -0.95115 -0.6531 -0.4778 0.0379
H 1.55354 1.63276 0.36175 0.0858 -0.4712 -0.0411
H 2.46057 -3.24458 -2.03617 -0.1873 0.1498 0.5523
```
Positions in Å, forces in eV/Å.

Results
HOMO energy   -0.338 hartree
ΔE to the lowest compared entry with this formula, charge and spin   73.58 kcal/mol
Kohn-Sham gap   8.10 eV
Calculated total energy   -43003.91495 eV
Max |F|   3.53 eV/Å



2.
ORCA calculation (wB97M-V/def2-TZVPD) on 2 unconnected molecules or ions with the total composition C4H14N3P at a distorted geometry.

Structure (XYZ):
```
22
Properties=species:S:1:pos:R:3:forces:R:3
C -2.33512 -0.62325 0.69738 -3.2485 -2.7215 -3.2952
C -1.52848 1.51529 -0.04294 -2.0420 -3.4424 -1.2336
C 2.50186 0.76316 1.11756 0.9824 1.7429 -1.1756
C 1.57473 0.39040 -1.20280 2.1804 0.1657 -2.0919
N -0.39326 -2.65550 -1.01168 2.2738 2.6034 -0.5172
N -1.23689 0.15893 0.47242 2.2853 3.4272 1.1738
N 1.40177 0.48073 0.22031 -0.8298 -1.3001 1.2225
P 0.21298 -0.46845 0.97986 -0.1356 -0.8241 -1.1892
H -3.28206 -0.22253 0.19997 1.0368 0.2217 1.4534
H -2.21008 -1.43872 -0.09212 -0.1386 -0.1775 1.5445
H -2.47166 -0.99817 1.70177 -0.2255 -0.1413 0.1879
H -1.57444 1.29129 -1.10015 -0.4980 0.9071 -0.6595
H -2.47383 1.89729 0.33568 -0.1198 -0.3321 0.0080
H -0.83946 2.21935 0.12124 3.1268 2.3265 0.8206
H 2.85431 1.70649 0.67996 0.2737 0.3290 0.6724
H 2.16887 0.96344 2.13993 0.1216 -0.3062 -0.2423
H 3.40941 0.15593 1.05223 -0.4210 -0.7440 0.1904
H 2.14022 -0.53115 -1.62062 -1.3429 0.8316 1.0945
H 0.56443 0.46616 -1.55104 -0.2408 -0.3787 -1.0291
H 2.21643 1.19817 -1.75263 -1.2392 -0.5683 1.6536
H -1.14317 -3.10072 -0.59406 -1.7914 -1.4108 1.3022
H 0.44343 -3.16814 -0.75026 -0.0075 -0.2081 0.1098
```
Positions in Å, forces in eV/Å.

Results
HOMO energy (alpha / beta)   -0.281 / -0.236 hartree
ΔE to the lowest compared entry with this formula, charge and spin   82.62 kcal/mol
Kohn-Sham gap (alpha / beta)   7.54 / 6.21 eV
Calculated total energy   -18129.58809 eV
Max |F|   5.37 eV/Å



3.
ORCA calculation (wB97M-V/def2-TZVPD) on 2 unconnected molecules or ions with the total composition C4H8NO3 at a distorted geometry.

Structure (XYZ):
```
16
Properties=species:S:1:pos:R:3:forces:R:3
C -1.96176 -0.29745 1.13851 -0.5269 -0.5000 1.4643
C -1.60774 1.20534 0.92553 1.9243 -0.0702 1.1712
O -0.38071 1.48962 1.12985 -0.8673 -0.3122 0.0691
O -2.51214 2.00015 0.67519 -0.8749 -0.0421 -0.3825
H -2.87851 -0.54736 0.62567 -0.2933 -0.1806 -0.2562
H -2.14054 -0.52709 2.22706 -0.2020 0.8321 -0.6783
H -1.21256 -1.07561 0.98257 0.3786 0.4012 -0.7788
C 0.45055 0.17467 -1.23853 -2.6640 -0.0215 2.0785
C 1.83790 -0.26270 -1.25963 3.5316 1.8992 0.0850
O 2.68196 0.27783 -1.98716 -0.8072 -0.6963 -0.8745
N 2.42982 -0.94402 -0.20210 -1.6882 -0.6760 -0.0561
H 3.38791 -1.20753 -0.28588 0.2553 0.1989 -0.2322
H 1.93092 -1.27288 0.60020 -0.3388 -0.0500 0.0462
H 0.14242 0.16273 -0.14658 0.6292 0.4596 -1.0444
H -0.39967 -0.38449 -1.62893 0.6118 -0.7781 -0.6245
H 0.23217 1.20878 -1.55579 0.9317 -0.4639 0.0132
```
Positions in Å, forces in eV/Å.

Results
HOMO energy   -0.158 hartree
Charge   -1
ΔE to the lowest compared entry with this formula, charge and spin   38.57 kcal/mol
Kohn-Sham gap   8.00 eV
Calculated total energy   -11911.62162 eV
Max |F|   4.01 eV/Å



4.
ORCA calculation (wB97M-V/def2-TZVPD) on 3 unconnected molecules or ions with the total composition CH3O3Si at a distorted geometry.

Structure (XYZ):
```
8
Properties=species:S:1:pos:R:3:forces:R:3
C -1.14241 0.00948 -0.68291 -1.9622 -0.9190 0.5698
O -0.38362 0.07850 -1.63890 1.2916 0.7220 -0.9531
O -2.20701 -0.63529 -0.56922 1.1204 1.2089 0.7191
O 0.18859 0.14548 2.15130 -0.2694 -0.0456 -0.1168
Si -0.14796 0.90226 0.84977 -0.2161 -1.0644 0.6681
H 1.85680 -1.47545 -0.62783 -2.4414 1.0726 0.8775
H 1.10356 -1.13898 -0.39840 2.7467 -1.3215 -0.8885
H 0.73205 2.11400 0.91619 -0.2695 0.3470 -0.8761
```
Positions in Å, forces in eV/Å.

Results
HOMO energy   -0.157 hartree
Charge   -1
ΔE to the lowest compared entry with this formula, charge and spin   55.65 kcal/mol
Kohn-Sham gap   8.22 eV
Calculated total energy   -15106.00100 eV
Max |F|   3.17 eV/Å



Repeat the third record exactly.
ORCA calculation (wB97M-V/def2-TZVPD) on 2 unconnected molecules or ions with the total composition C4H8NO3 at a distorted geometry.

Structure (XYZ):
```
16
Properties=species:S:1:pos:R:3:forces:R:3
C -1.96176 -0.29745 1.13851 -0.5269 -0.5000 1.4643
C -1.60774 1.20534 0.92553 1.9243 -0.0702 1.1712
O -0.38071 1.48962 1.12985 -0.8673 -0.3122 0.0691
O -2.51214 2.00015 0.67519 -0.8749 -0.0421 -0.3825
H -2.87851 -0.54736 0.62567 -0.2933 -0.1806 -0.2562
H -2.14054 -0.52709 2.22706 -0.2020 0.8321 -0.6783
H -1.21256 -1.07561 0.98257 0.3786 0.4012 -0.7788
C 0.45055 0.17467 -1.23853 -2.6640 -0.0215 2.0785
C 1.83790 -0.26270 -1.25963 3.5316 1.8992 0.0850
O 2.68196 0.27783 -1.98716 -0.8072 -0.6963 -0.8745
N 2.42982 -0.94402 -0.20210 -1.6882 -0.6760 -0.0561
H 3.38791 -1.20753 -0.28588 0.2553 0.1989 -0.2322
H 1.93092 -1.27288 0.60020 -0.3388 -0.0500 0.0462
H 0.14242 0.16273 -0.14658 0.6292 0.4596 -1.0444
H -0.39967 -0.38449 -1.62893 0.6118 -0.7781 -0.6245
H 0.23217 1.20878 -1.55579 0.9317 -0.4639 0.0132
```
Positions in Å, forces in eV/Å.

Results
HOMO energy   -0.158 hartree
Charge   -1
ΔE to the lowest compared entry with this formula, charge and spin   38.57 kcal/mol
Kohn-Sham gap   8.00 eV
Calculated total energy   -11911.62162 eV
Max |F|   4.01 eV/Å



- ΔE to the lowest compared entry with this formula, charge and spin of number 2 (C4H14N3P)?
  82.62 kcal/mol



- What is the max |F| in the second record?
  5.37 eV/Å